Record 1
C6H9NO3 | wB97M-V/def2-TZVPD

Element x y z (Å)
O: 3.749 -0.801 0.382
H: -0.189 -1.107 -1.790
C: 2.583 -0.248 0.633
O: -2.327 -0.059 1.189
C: -1.155 -0.823 0.872
H: -0.446 0.592 -2.286
N: 1.716 -0.017 -0.265
C: -1.900 1.039 0.368
O: 0.795 1.994 0.481
H: 3.766 -1.147 -0.524
H: -2.654 1.313 -0.384
H: 2.257 -0.344 1.690
H: -1.839 -0.437 -1.863
H: -1.636 1.924 0.966
C: -0.794 -0.206 -1.615
H: -0.495 -0.944 1.746
H: -1.400 -1.812 0.458
C: 0.665 0.848 0.096
C: -0.696 0.235 -0.155

Results
E_LUMO, eV: 0.5
Total energy, Ha: -514.4514
Spin multiplicity: 1
Molar mass, Da: 143.14
ΔE to the lowest compared entry with this formula, charge and spin, kcal per mole: 38.5

=====

Record 2
C6H9NO3 | wB97M-V/def2-TZVPD

Element x y z (Å)
O: -2.599 -1.039 0.027
H: -3.401 -0.097 1.536
C: -0.101 0.510 -0.779
H: -2.504 0.907 0.338
N: 2.194 -0.419 1.066
H: 2.581 -1.537 -0.661
C: -0.385 1.632 0.071
H: 1.965 0.572 -1.466
H: 1.048 -1.843 0.088
C: 1.699 -1.068 -0.137
O: -0.737 1.727 -1.184
H: 2.998 0.091 0.771
H: 0.953 -0.756 -2.304
H: -1.640 0.142 1.446
O: -0.221 2.335 1.052
H: 1.464 0.240 1.446
C: -1.885 -1.231 -0.960
C: 1.153 -0.126 -1.270
C: -2.582 -0.039 0.919

Results
E_LUMO (alpha / beta), eV: 0.1 / -0.2
Total energy, Ha: -514.2137
Spin multiplicity: 1
Molar mass, Da: 143.14
ΔE to the lowest compared entry with this formula, charge and spin, kcal per mole: 187.7

=====

Record 3
C6H9NO3P | wB97M-V/def2-TZVPD

Element x y z (Å)
H: -2.137 1.812 -0.625
C: -1.853 0.826 -0.498
C: -1.304 0.256 -1.578
O: 3.055 0.316 0.916
H: 1.116 0.780 2.605
C: -0.047 -1.417 0.581
C: -0.690 -1.021 -1.808
C: 0.506 -0.253 1.076
H: -1.179 0.932 -2.354
P: 1.850 0.596 0.055
H: -0.909 -1.481 -2.751
H: -0.409 -2.139 1.373
O: 1.740 0.362 -1.384
H: -0.105 -2.824 -0.994
H: 0.067 -0.441 3.016
H: 0.963 2.569 -0.271
N: 0.323 0.214 2.358
C: -0.314 -1.793 -0.747
O: 1.375 2.146 0.479
H: -2.048 0.563 0.551

Results
Charge: -1
<S²>: 2.013
E_LUMO (alpha / beta), eV: 4.0 / 2.3
Total energy, Ha: -855.8569
Spin multiplicity: 3
Molar mass, Da: 174.12
ΔE to the lowest compared entry with this formula, charge and spin, kcal per mole: 0.0